Version a
DFT (ωB97M-V/def2-TZVPD) results for 5 unconnected molecules or ions with the total composition C3H17N2O3.

Spin multiplicity: 1
HOMO energy in eV: -12.873
Frontier orbital gap in hartree: 0.12331
Total charge: +1
LUMO in eV: -9.517

Geometry as XYZ:
```
25
C3H17N2O3 (ωB97M-V/def2-TZVPD)
N 1.3248 -0.3834 0.9756
C 1.8598 0.9312 0.9125
C 2.8128 1.1738 -0.2428
N -1.9730 -2.1576 -0.9474
C -1.1744 -2.0740 -2.1071
H 3.0335 2.2045 -0.4959
H 1.9039 -1.0666 1.4400
H 0.3217 -0.5812 0.9873
H 1.0542 1.6674 0.8646
H 2.2133 1.1727 1.9324
H 3.8343 0.8544 -0.0040
H 2.5448 0.6857 -1.1616
H -1.5703 -1.7500 -0.1040
H -1.1456 -1.0859 -2.6095
H -1.5291 -2.7908 -2.8467
H -0.1247 -2.2893 -1.9399
H -1.2318 0.3067 1.3597
H -1.6617 2.5028 1.2733
O -1.1964 1.6888 1.0359
H -0.7692 1.5633 -0.3540
H -0.6281 1.6401 -1.9700
O -0.2187 1.2983 -1.1679
H -1.4956 -1.0298 2.1442
H -2.9689 -2.0397 -1.0396
O -1.0480 -0.6982 1.3563
```

Version b
DFT (ωB97M-V/def2-TZVPD) results for 4 unconnected molecules or ions with the total composition C3H17N2O3.

Spin multiplicity: 1
HOMO energy in eV: -13.668
Frontier orbital gap in hartree: 0.40700
Total charge: +1
LUMO in eV: -2.593

Geometry as XYZ:
```
25
C3H17N2O3 (ωB97M-V/def2-TZVPD)
C -0.2604 -0.1781 -2.4329
C -1.3746 -0.0302 -1.3804
C -1.8380 -1.4488 -0.9607
N -0.7466 -1.9173 0.0363
N 0.9717 -0.3222 -1.5817
H -0.1254 0.6789 -3.1587
H -0.4582 -1.0106 -3.1888
H -1.1016 0.5542 -0.4390
H -2.1370 0.5981 -1.9462
H -2.7819 -1.3472 -0.5019
H -1.8593 -2.2194 -1.7777
H -0.9538 -1.7773 1.0423
H 0.8326 -1.0133 -0.8581
H -0.6467 -2.9121 -0.1146
H 1.0561 0.5992 -1.0416
H 1.8063 -0.5995 -2.1650
H 2.1346 0.3799 2.7575
H 0.7336 0.5005 2.2141
O 1.7079 0.5735 1.9802
H 1.7390 1.8378 0.8483
H 2.1226 3.1280 0.3254
O 1.6474 2.3959 0.0339
H -1.0357 1.2766 3.2988
H -0.8525 -0.2524 3.7347
O -0.7566 0.4304 3.0399
```

Quick one: least stable of them? version a

Version a
DFT (ωB97M-V/def2-TZVPD) results for a molecular structure, C18H48CoN6O24P2S.

Spin multiplicity: 4
HOMO energy (alpha / beta) in eV: -10.085 / -9.834
<S²>: 3.77
Frontier orbital gap (alpha / beta) in hartree: 0.27530 / 0.23770
LUMO (alpha / beta) in eV: -2.594 / -3.366

Geometry as XYZ:
```
100
C18H48CoN6O24P2S (ωB97M-V/def2-TZVPD)
Co -2.6224 0.3055 -0.0767
S 0.9167 0.2687 -0.3325
O -0.0873 0.9598 -1.1439
O 0.0674 -0.6130 0.4775
O 1.8107 -0.4830 -1.1847
O 1.6121 1.2705 0.5132
C 0.2452 2.8048 6.3718
C -0.1605 3.2646 4.9574
O -1.4653 3.8000 4.8519
P -2.2437 4.1903 3.4739
O -2.4443 3.1461 2.4523
O -3.5944 4.8719 4.0074
C -4.4404 4.2021 4.9103
C -5.0778 5.3363 5.7037
O -1.3582 5.4684 3.0154
C -0.4177 5.3794 1.9465
C 0.0989 6.7743 1.5768
H 0.3641 3.6215 7.0839
H -0.6137 2.3064 6.8213
H 1.1327 2.1877 6.5117
H 0.5074 3.9899 4.4926
H 0.0072 2.4634 4.2376
H -5.2026 3.6177 4.3949
H -3.8622 3.4079 5.3826
H -5.6835 6.0972 5.2115
H -5.7498 4.8995 6.4424
H -4.3741 5.9820 6.2291
H 0.4393 4.8076 2.3025
H -0.9074 4.8315 1.1415
H 0.9022 6.6065 0.8594
H -0.6264 7.3998 1.0563
H 0.4960 7.1941 2.5010
C -1.7945 -6.2315 -3.6681
C -2.2199 -5.5287 -2.3938
O -3.6522 -5.4663 -2.4793
P -4.4017 -4.0833 -2.7802
O -3.7185 -2.8120 -2.3699
O -4.7173 -4.1725 -4.3387
C -5.2929 -5.3098 -4.9220
C -4.9077 -5.3021 -6.4396
O -5.7514 -4.4143 -1.9273
C -6.8656 -3.6260 -2.1819
C -7.9972 -4.4674 -1.6089
H -0.7327 -6.4313 -3.5235
H -2.3378 -7.1416 -3.9221
H -1.7848 -5.5756 -4.5386
H -1.9584 -6.1349 -1.5265
H -1.6926 -4.5752 -2.4250
H -5.0543 -6.2725 -4.4699
H -6.3762 -5.2474 -4.8192
H -3.8465 -5.5201 -6.5602
H -5.4488 -6.1327 -6.8928
H -5.1356 -4.3116 -6.8333
H -6.7443 -2.6101 -1.8060
H -7.0836 -3.5145 -3.2440
H -8.2616 -5.3348 -2.2138
H -7.8227 -4.8044 -0.5871
H -8.8860 -3.8548 -1.4581
C 3.4020 3.8425 -3.1876
N 3.4763 5.1951 -3.8063
O 2.3535 5.6951 -4.0839
O 4.5547 5.6757 -3.8993
H 3.8497 3.2391 -3.9774
H 2.3596 3.5441 -3.0759
H 3.9334 3.9322 -2.2402
C 5.4612 4.4990 3.5114
N 6.2636 3.5147 4.3350
O 7.3376 3.8091 4.8032
O 5.7759 2.3782 4.5035
H 4.8657 5.1219 4.1788
H 4.9553 3.8200 2.8249
H 6.2108 5.0862 2.9809
C 0.4730 -0.4692 -5.7875
N -0.5443 -1.0758 -6.6822
O -0.2964 -2.1550 -7.2186
O -1.6732 -0.5934 -6.6175
H 1.2179 0.1187 -6.3237
H 0.9960 -1.2827 -5.2847
H -0.0798 0.0917 -5.0339
C 2.9879 -2.1624 4.0525
N 1.8353 -2.9502 4.6523
O 1.4993 -2.6395 5.7599
O 1.2955 -3.8063 4.0187
H 2.7088 -1.1443 4.3238
H 2.8351 -2.3347 2.9870
H 3.8935 -2.5914 4.4812
C 4.5689 -4.9372 -1.7235
N 5.5961 -4.6534 -0.6722
O 5.2751 -4.7261 0.5061
O 6.7748 -4.4389 -1.0160
H 4.7424 -4.2234 -2.5288
H 3.6156 -4.7006 -1.2508
H 4.6718 -6.0136 -1.8607
C 6.6562 0.3797 0.5052
N 7.6494 1.4224 0.0479
O 8.3240 1.8957 0.9067
O 7.7062 1.7271 -1.1125
H 6.9368 -0.0442 1.4694
H 6.6770 -0.3807 -0.2754
H 5.6742 0.8505 0.5517
```

Version b
DFT (ωB97M-V/def2-TZVPD) results for a molecular structure, C18H48CoN6O24P2S.

Spin multiplicity: 4
HOMO energy (alpha / beta) in eV: -10.069 / -9.991
<S²>: 3.76
Frontier orbital gap (alpha / beta) in hartree: 0.34260 / 0.32506
LUMO (alpha / beta) in eV: -0.746 / -1.146

Geometry as XYZ:
```
100
C18H48CoN6O24P2S (ωB97M-V/def2-TZVPD)
Co -0.7141 1.3194 1.4189
S 0.4379 -0.1072 -0.4072
O 0.7126 1.1994 0.1815
O -0.7268 -0.4008 0.4492
O -0.0845 -0.0240 -1.7895
O 1.5786 -0.9977 -0.2444
C 1.4755 -3.8772 3.1714
C 1.2902 -2.4138 2.8015
O 1.4505 -1.6812 3.9797
P 1.4943 -0.0828 3.8248
O 0.5609 0.5575 2.8563
O 1.2217 0.4511 5.3507
C 1.9560 -0.0004 6.4840
C 1.8391 1.0126 7.6353
O 3.0976 0.2133 3.5627
C 3.6645 0.4210 2.2677
C 4.9022 1.2626 2.2717
H 0.5864 -4.2234 3.6985
H 1.6158 -4.4417 2.2495
H 2.3950 -3.9684 3.7497
H 2.0941 -2.1428 2.1171
H 0.3412 -2.2419 2.2935
H 1.5043 -0.9527 6.7616
H 3.0078 -0.2476 6.3397
H 2.1560 0.5252 8.5573
H 2.3529 1.9626 7.4882
H 0.7905 1.2668 7.7901
H 3.8008 -0.5174 1.7303
H 2.8933 0.8238 1.6110
H 5.3217 1.6359 1.3375
H 4.7522 2.1093 2.9416
H 5.6855 0.6470 2.7139
C -6.4843 1.2594 1.1078
C -5.7525 0.5094 -0.0498
O -4.4008 0.5748 0.1883
P -3.4748 1.7905 -0.4808
O -2.1830 2.0128 0.2511
O -4.4383 3.0738 -0.3567
C -4.0756 4.3182 -0.9592
C -4.0871 5.4500 0.1317
O -3.4054 1.4568 -2.0649
C -3.0425 0.1844 -2.4956
C -4.2068 -0.4604 -3.1633
H -7.5724 1.2134 1.0640
H -6.3135 0.8349 2.0971
H -6.1251 2.2880 1.1403
H -6.0421 -0.5410 -0.0218
H -5.9757 1.0202 -0.9866
H -3.0740 4.2263 -1.3795
H -4.7403 4.5913 -1.7787
H -5.0362 5.5693 0.6543
H -3.2847 5.3484 0.8624
H -3.9873 6.4286 -0.3380
H -2.2095 0.2424 -3.1961
H -2.6897 -0.4888 -1.7143
H -4.6072 0.1188 -3.9953
H -3.8422 -1.4001 -3.5783
H -5.1230 -0.5985 -2.5892
C 0.3450 2.8208 -3.8114
N -0.1837 4.1946 -3.4062
O 0.5537 5.1102 -3.5292
O -1.3963 4.2780 -3.1226
H -0.4819 2.2403 -4.2206
H 0.5678 2.2722 -2.8963
H 1.0650 2.9570 -4.6183
C 3.3586 2.2044 -1.6449
N 4.2903 3.3901 -1.3661
O 5.4790 3.2215 -1.4581
O 3.8459 4.4801 -1.1590
H 2.9301 2.2302 -2.6469
H 2.5205 2.1673 -0.9490
H 3.9538 1.2913 -1.6356
C 1.3895 -1.3027 -4.0907
N 1.5952 -1.5770 -5.5386
O 2.4267 -1.0471 -6.2188
O 0.8716 -2.4943 -5.8988
H 2.1046 -1.9350 -3.5644
H 0.3668 -1.5408 -3.7983
H 1.5416 -0.2292 -3.9789
C 4.8662 -1.7394 -0.5424
N 4.2611 -2.9051 -1.1867
O 4.1989 -3.9688 -0.5894
O 4.0117 -2.6888 -2.3860
H 4.8910 -1.9421 0.5283
H 4.2042 -0.8850 -0.6834
H 5.8102 -1.5248 -1.0432
C 0.9010 -3.8705 -0.6635
N 0.2664 -5.2347 -0.7109
O 0.2670 -5.8211 -1.7734
O -0.2265 -5.7016 0.3224
H 1.4339 -3.6901 0.2701
H 0.0278 -3.2239 -0.5768
H 1.5136 -3.6592 -1.5400
C -2.6264 -3.0357 0.0741
N -3.4492 -3.2353 -1.2085
O -4.5943 -2.7905 -1.2239
O -2.9767 -4.0034 -2.0639
H -3.1856 -2.4493 0.8032
H -1.7500 -2.4907 -0.2767
H -2.2678 -3.9812 0.4808
```

Quick one: least stable of them? version a

Version a
DFT (ωB97M-V/def2-TZVPD) results for a single C3H4N2OS molecule.

Spin multiplicity: 3
HOMO energy (alpha / beta) in eV: -4.905 / -8.920
<S²>: 2.02
Frontier orbital gap (alpha / beta) in hartree: 0.20499 / 0.20456
LUMO (alpha / beta) in eV: 0.673 / -3.354

Geometry as XYZ:
```
11
C3H4N2OS (ωB97M-V/def2-TZVPD)
C -0.4469 -0.3916 0.5718
C -0.1623 -1.0580 1.6815
C 0.5853 0.0547 -0.3638
N 0.2937 0.7404 -1.5438
N 0.0740 -1.4524 2.7862
O 1.7702 -0.1619 -0.1836
S -1.0115 1.4414 -2.4472
H -1.4839 -0.2625 0.2984
H 1.1622 0.8348 -2.0607
H -1.0170 2.6451 -1.8488
H 0.2361 -2.3901 3.1100
```

Version b
DFT (ωB97M-V/def2-TZVPD) results for a single C3H4N2OS molecule.

Spin multiplicity: 3
HOMO energy (alpha / beta) in eV: -4.338 / -9.563
<S²>: 2.01
Frontier orbital gap (alpha / beta) in hartree: 0.18621 / 0.29612
LUMO (alpha / beta) in eV: 0.729 / -1.506

Geometry as XYZ:
```
11
C3H4N2OS (ωB97M-V/def2-TZVPD)
C -0.6220 -0.0783 -1.0746
C -1.1754 -1.2111 -0.6591
C 0.3345 -0.1194 1.0969
N 1.0594 0.4513 1.9075
N 0.1471 0.5045 -0.1133
O 1.0547 1.4954 -0.3677
S -0.7544 -1.6749 0.9712
H -0.7708 0.4212 -2.0955
H -1.6229 -1.9232 -1.3605
H 1.3697 0.2111 2.9216
H 0.9802 1.9235 -1.2264
```

Version c
DFT (ωB97M-V/def2-TZVPD) results for a single C3H4N2OS molecule.

Spin multiplicity: 3
HOMO energy (alpha / beta) in eV: -6.488 / -9.601
<S²>: 2.01
Frontier orbital gap (alpha / beta) in hartree: 0.25663 / 0.27966
LUMO (alpha / beta) in eV: 0.496 / -1.991

Geometry as XYZ:
```
11
C3H4N2OS (ωB97M-V/def2-TZVPD)
C -1.2803 0.2935 0.7328
C 2.4897 0.1767 0.0526
C 0.0958 -0.3630 0.3519
N 1.3735 0.1499 -0.4396
N -1.4734 3.0296 0.2538
O 3.5421 0.4478 0.5109
S -2.1870 1.5238 0.5727
H 0.5224 -1.0546 1.1333
H -0.8681 3.3905 0.9675
H -0.2703 -0.9544 -0.4578
H -2.1855 3.8027 0.0687
```

Quick one: least stable of them? version b

Version a
DFT (ωB97M-V/def2-TZVPD) results for a single C7H8N2O2 molecule.

Spin multiplicity: 1
HOMO energy in eV: -9.300
SMILES string: Cc1ccc(C(=O)O)c(N)n1
Frontier orbital gap in hartree: 0.35544
LUMO in eV: 0.372

Geometry as XYZ:
```
19
C7H8N2O2 (ωB97M-V/def2-TZVPD)
C -0.3896 -2.8262 -0.9360
C -0.1806 -1.3826 -0.6227
C -0.4762 -0.4394 -1.6344
C -0.2934 0.9091 -1.3489
C 0.1529 1.2285 -0.0542
C 0.0789 2.6734 0.3479
O 0.1752 3.5116 -0.5305
O -0.2099 2.9835 1.6240
C 0.3762 0.1817 0.8970
N 0.7663 0.3985 2.2459
N 0.1467 -1.1235 0.6222
H 0.5659 -3.3814 -0.9289
H -0.7764 -2.9706 -1.9989
H -1.0277 -3.3321 -0.2169
H -0.7598 -0.6711 -2.6895
H -0.4754 1.7826 -1.9960
H -0.0814 2.0861 2.1290
H 1.7411 0.7892 2.2725
H 0.6675 -0.4174 2.8183
```

Version b
DFT (ωB97M-V/def2-TZVPD) results for a single C7H8N2O2 molecule.

Spin multiplicity: 1
HOMO energy in eV: -9.320
SMILES string: N[C@H](c1ccccc1)[N+](=O)[O-]
Frontier orbital gap in hartree: 0.37000
LUMO in eV: 0.748

Geometry as XYZ:
```
19
C7H8N2O2 (ωB97M-V/def2-TZVPD)
N 1.7446 1.8402 -0.2533
C 0.4097 1.7352 -0.6939
C -0.2414 0.4246 -0.1629
C -1.4048 0.3181 0.5659
C -1.8267 -0.9416 0.9711
C -1.1445 -2.1461 0.6411
C 0.1082 -2.0446 -0.0390
C 0.4632 -0.7639 -0.4779
N 0.5147 1.4655 -2.3245
O -0.5463 1.3040 -2.8089
O 1.6272 1.4997 -2.8394
H 2.2524 0.9844 -0.2961
H 2.2743 2.6400 -0.1095
H -0.1008 2.7120 -0.5355
H -1.7941 1.2660 0.8839
H -2.8478 -1.0402 1.2978
H -1.4950 -3.1580 0.9913
H 0.7001 -2.9156 -0.3101
H 1.3876 -0.6901 -1.0130
```

Quick one: least stable of them? version b